{
  "formula": "CHN3OS",
  "method": "ωB97M-V/def2-TZVPD",
  "symbols": ["C", "H", "N", "N", "N", "O", "S"],
  "xyz": [[0.992, 0.144, -0.050], [-1.753, -0.942, 0.427], [0.132, 1.262, -0.051], [-1.064, 0.866, -0.046], [-1.098, -0.470, -0.171], [0.189, -0.958, -0.050], [2.601, 0.098, -0.059]],
  "atomic_forces_ev_per_a": [[-0.065, -0.083, -0.096], [-0.254, -0.283, 0.290], [-0.369, 0.214, 0.077], [0.591, -0.272, -0.088], [0.104, 0.586, -0.279], [0.115, -0.182, 0.078], [-0.123, 0.020, 0.019]],
  "smiles": "S=c1nn[nH]o1",
  "gap_ev": 8.5,
  "homo_energy_ha": -0.34461,
  "lumo_ha": -0.0320
}


{
  "formula": "C22H30N4O",
  "method": "ωB97M-V/def2-TZVPD",
  "symbols": ["C", "H", "H", "H", "C", "C", "H", "H", "H", "C", "H", "H", "C", "N", "C", "N", "C", "C", "C", "C", "C", "O", "N", "C", "H", "C", "N", "C", "C", "H", "H", "H", "H", "C", "C", "C", "C", "C", "C", "C", "H", "H", "H", "H", "H", "H", "H", "H", "H", "H", "H", "H", "H", "H", "H", "H", "H"],
  "xyz": [[4.744, -3.697, 2.578], [4.928, -4.552, 3.225], [5.635, -3.526, 1.977], [4.581, -2.822, 3.204], [3.530, -3.944, 1.683], [3.306, -2.745, 0.765], [2.550, -2.965, 0.017], [2.986, -1.879, 1.340], [4.230, -2.491, 0.248], [2.305, -4.244, 2.554], [2.559, -5.064, 3.229], [2.074, -3.370, 3.167], [1.051, -4.646, 1.772], [0.368, -3.501, 1.227], [-0.070, -3.414, -0.040], [0.179, -4.438, -0.862], [-0.274, -4.391, -2.100], [-1.019, -3.343, -2.609], [-1.245, -2.250, -1.781], [-0.737, -2.240, -0.494], [-0.946, -1.109, 0.444], [-1.325, -1.296, 1.596], [-0.688, 0.141, -0.007], [-0.014, 0.524, -1.222], [0.245, -0.352, -1.815], [-0.895, 1.487, -2.021], [-1.189, 2.648, -1.204], [-1.891, 2.244, 0.002], [-1.016, 1.289, 0.810], [-1.540, 0.936, 1.699], [-0.095, 1.803, 1.107], [-2.104, 3.136, 0.595], [-2.848, 1.746, -0.238], [-1.914, 3.673, -1.934], [-1.968, 4.959, -1.153], [-3.151, 5.672, -1.024], [-3.180, 6.860, -0.313], [-2.027, 7.342, 0.281], [-0.843, 6.632, 0.160], [-0.814, 5.450, -0.555], [0.102, 4.887, -0.652], [0.059, 7.004, 0.624], [-2.050, 8.267, 0.838], [-4.106, 7.408, -0.221], [-4.056, 5.299, -1.483], [-2.937, 3.347, -2.193], [-1.375, 3.853, -2.871], [-0.358, 1.812, -2.915], [-1.818, 0.968, -2.339], [0.909, 1.052, -0.949], [-1.834, -1.416, -2.135], [-1.410, -3.372, -3.613], [-0.038, -5.257, -2.706], [0.023, -2.803, 1.872], [1.306, -5.299, 0.936], [0.372, -5.188, 2.443], [3.732, -4.823, 1.060]],
  "atomic_forces_ev_per_a": [[-0.159, -0.163, -0.217], [0.060, -0.068, 0.113], [0.130, 0.046, -0.024], [0.001, 0.128, 0.102], [-0.014, 0.222, 0.255], [0.088, -0.281, -0.063], [-0.059, 0.079, -0.115], [-0.057, 0.148, 0.065], [0.099, 0.064, -0.072], [0.010, -0.223, -0.406], [-0.015, 0.002, 0.092], [0.030, 0.049, 0.139], [0.202, -0.195, 0.249], [-0.051, 0.217, 0.362], [-0.182, 0.235, -0.260], [0.199, -0.117, 0.326], [-0.181, 0.152, -0.210], [-0.081, 0.031, -0.107], [0.115, -0.253, 0.197], [-0.074, -0.316, -0.183], [0.070, 0.038, 0.090], [-0.050, -0.153, 0.133], [-0.053, 0.174, 0.008], [0.062, 0.017, -0.539], [0.024, 0.141, 0.089], [0.285, -0.091, 0.040], [-0.098, -0.012, -0.117], [0.208, -0.028, 0.241], [-0.432, 0.142, 0.274], [0.111, 0.090, -0.099], [-0.045, -0.024, 0.017], [-0.035, -0.070, 0.015], [0.029, 0.038, 0.018], [0.067, -0.047, -0.069], [-0.095, 0.065, -0.035], [0.061, -0.083, -0.055], [-0.057, 0.111, 0.038], [-0.061, 0.090, 0.046], [0.077, 0.022, 0.017], [-0.017, 0.007, -0.034], [0.109, -0.064, 0.012], [0.074, 0.027, 0.033], [-0.003, 0.069, 0.048], [-0.070, 0.044, 0.015], [-0.081, -0.063, -0.036], [0.072, 0.040, -0.017], [-0.091, -0.069, 0.007], [-0.034, -0.020, -0.001], [0.045, 0.011, -0.006], [-0.037, -0.063, -0.080], [0.013, 0.110, -0.012], [-0.015, -0.027, -0.092], [-0.027, -0.022, -0.137], [-0.069, -0.063, -0.127], [-0.023, -0.034, 0.182], [0.052, -0.043, -0.130], [-0.027, -0.020, 0.019]],
  "smiles": "CC(C)CCNc1ncccc1C(=O)N1CCN(Cc2ccccc2)CC1",
  "gap_ev": 8.6,
  "homo_energy_ha": -0.29038,
  "lumo_ha": 0.0269
}


{
  "formula": "C3H7BrS2",
  "method": "ωB97M-V/def2-TZVPD",
  "symbols": ["C", "C", "C", "S", "S", "Br", "H", "H", "H", "H", "H", "H", "H"],
  "xyz": [[1.391, -0.662, 0.182], [-2.266, -1.130, -0.430], [0.857, 0.705, -0.043], [1.158, 1.454, -1.577], [0.470, 1.752, 1.294], [-2.852, 0.541, 0.146], [1.394, -1.210, -0.759], [0.775, -1.199, 0.904], [2.415, -0.640, 0.568], [-1.981, -1.807, 0.351], [-1.718, -1.131, -1.353], [0.397, 2.531, -1.362], [-0.039, 0.797, 2.078]],
  "atomic_forces_ev_per_a": [[0.050, 0.046, -0.089], [0.249, 0.510, 0.150], [-0.155, 0.201, 0.125], [0.077, -0.069, 0.012], [0.210, 0.046, -0.111], [-0.101, -0.250, -0.113], [0.006, -0.160, -0.005], [-0.004, -0.080, 0.019], [0.069, -0.044, 0.040], [-0.122, -0.246, 0.213], [-0.059, 0.008, -0.275], [-0.116, 0.111, -0.067], [-0.104, -0.075, 0.101]],
  "gap_ev": [8.8, 6.5],
  "homo_energy_ha": [-0.31418, -0.25006],
  "lumo_ha": [0.0106, -0.0118]
}


{
  "formula": "C4H7NOS",
  "method": "ωB97M-V/def2-TZVPD",
  "symbols": ["C", "C", "C", "C", "H", "H", "H", "H", "H", "H", "H", "N", "O", "S"],
  "xyz": [[1.350, 1.026, 0.461], [0.843, 0.648, -0.923], [-0.351, 1.488, -1.488], [-1.352, -0.356, -0.193], [1.619, -0.892, 0.993], [1.992, 1.927, 0.416], [0.402, 1.138, 1.036], [1.504, 0.361, -1.665], [-0.778, 2.305, -0.858], [-0.553, 1.875, -2.619], [-2.450, -0.061, -0.431], [-0.438, 0.152, -1.127], [2.181, -0.009, 1.076], [-1.191, -1.530, 0.954]],
  "atomic_forces_ev_per_a": [[0.007, -1.182, 0.265], [-0.074, 2.498, 0.439], [-0.112, 3.200, -2.168], [-1.466, -0.519, -1.131], [1.598, 2.578, 0.431], [-0.612, -0.437, 0.145], [0.833, 0.493, 0.120], [1.614, -0.696, -1.131], [0.415, -1.095, 0.096], [1.034, -1.595, 2.464], [2.061, -0.028, 0.238], [-3.436, -2.491, 2.030], [-2.483, -1.705, -1.101], [0.622, 0.978, -0.697]],
  "smiles": "OC[C@@H]1CN1C=S",
  "gap_ev": 8.9,
  "homo_energy_ha": -0.33075,
  "lumo_ha": -0.0022
}


In eV, the E_tot values for the records above are, in order, -18402.9023 -31309.8534 -94934.0439 -18631.5525.
In kJ/mol, the relative energy (zero: lowest compared OMol25 entry of this formula, charge and spin) values for the records above are, in order, 314.7 115.7 244.6 289.2.